# 1
20
Properties=species:S:1:pos:R:3:forces:R:3 method="wB97M-V/def2-TZVPD" lumo_ha="-0.1271 / -0.3553" homo_energy_ha="-0.5000 / -0.5000" multiplicity=2 e_above_lowest_kcal_mol=85.3 total_charge=+1 orbital_gap_ev="10.15 / 3.94"
C -1.539 -1.198 0.595 -0.23 -0.12 -3.08
C -1.765 -0.010 -0.455 1.25 -0.05 0.90
C -0.364 0.604 -0.790 0.82 -0.76 0.06
O -0.617 1.346 -1.931 -0.73 0.62 0.00
N -2.557 -2.203 0.043 2.50 1.64 5.88
H -1.639 -0.914 1.643 -1.16 0.12 0.17
H -0.476 -1.424 0.561 -0.18 -1.26 -0.43
H -2.347 0.782 0.042 -0.34 -0.46 -0.84
H -2.091 -0.410 -1.428 -0.56 0.37 0.46
H 0.458 -0.130 -1.034 -0.91 0.20 0.56
H -0.060 1.126 0.150 -0.05 0.26 -0.70
H 0.071 1.936 -2.250 0.39 -0.18 0.30
H -2.332 -3.125 0.490 -0.22 -0.03 -1.78
H -3.388 -1.822 0.527 -0.57 -0.40 -1.47
H 1.353 -0.042 4.559 0.28 -1.06 0.54
H 0.002 0.299 4.531 -0.89 -0.43 0.47
O 0.514 -0.474 4.819 0.59 1.53 -1.04
H 5.764 2.123 -3.056 0.00 -0.30 -0.20
H 4.726 1.943 -2.003 -0.08 -0.22 0.02
O 5.101 1.482 -2.762 0.08 0.53 0.20

---

# 2
152
Properties=species:S:1:pos:R:3:forces:R:3 method="wB97M-V/def2-TZVPD" lumo_ha="0.0088 / 0.0063" homo_energy_ha="-0.2934 / -0.2913" multiplicity=3 orbital_gap_ev="8.23 / 8.10"
Ni 9.894 -30.228 8.792 -3.05 0.97 -0.36
C 9.137 -26.008 9.207 1.47 -0.47 0.27
C 8.453 -27.309 9.643 -0.49 0.25 -0.22
C 7.080 -27.330 8.967 -0.20 -0.39 0.03
O 9.155 -28.453 9.337 1.13 -0.83 -0.24
H 9.423 -26.151 8.162 -0.46 0.43 -0.20
H 10.109 -25.856 9.693 -0.06 -0.32 0.25
H 8.595 -25.090 9.432 -0.43 -0.13 -0.39
H 8.268 -27.275 10.728 0.02 0.17 0.23
H 7.193 -27.384 7.881 0.09 -0.21 -0.01
H 6.438 -26.466 9.157 0.20 0.11 0.32
H 6.571 -28.223 9.333 -0.20 0.04 -0.35
C 6.168 -31.163 7.643 0.23 -0.05 0.99
C 7.527 -31.534 7.062 0.63 0.58 -1.09
C 7.754 -30.688 5.800 -1.18 0.44 -0.18
O 8.539 -31.433 7.989 0.91 -0.24 1.03
H 5.331 -31.253 6.951 0.06 0.05 -0.10
H 6.231 -30.162 8.082 -0.09 0.21 -0.43
H 5.983 -31.785 8.525 -0.10 -0.27 -0.18
H 7.448 -32.552 6.650 0.12 -0.30 0.34
H 8.578 -30.932 5.128 0.36 -0.11 0.49
H 7.736 -29.629 6.077 0.45 0.06 -0.07
H 6.862 -30.819 5.175 0.00 0.02 -0.07
C 12.929 -34.755 -1.711 0.21 0.16 -0.79
O 11.561 -34.879 -1.424 0.25 -0.43 0.55
C 11.148 -34.240 -0.232 -1.26 0.33 -1.04
C 9.631 -34.048 -0.282 0.23 0.75 1.33
O 8.880 -35.226 -0.068 0.39 -0.49 -0.67
C 7.479 -35.082 -0.143 0.22 0.54 0.50
C 6.873 -35.058 1.250 -0.27 -1.33 0.59
O 7.341 -34.065 2.116 0.20 1.49 -0.34
C 7.071 -34.287 3.474 -0.11 -0.95 0.65
H 13.634 -34.840 -0.880 -0.36 -0.35 0.33
H 13.167 -33.791 -2.181 -0.21 0.14 0.03
H 13.135 -35.521 -2.459 0.23 -0.04 0.13
H 11.540 -33.218 -0.247 0.17 0.00 0.44
H 11.415 -34.765 0.688 0.31 -0.12 -0.10
H 9.349 -33.502 -1.186 -0.05 -0.31 -0.27
H 9.441 -33.380 0.567 -0.14 0.18 -0.16
H 7.064 -35.961 -0.639 0.04 -0.11 -0.01
H 7.187 -34.220 -0.750 0.11 0.19 0.10
H 7.133 -36.019 1.717 0.03 -0.15 -0.14
H 5.776 -35.084 1.176 -0.09 0.35 -0.04
H 7.484 -35.252 3.779 -0.15 -0.12 0.04
H 6.016 -34.270 3.769 -0.25 -0.13 -0.50
H 7.517 -33.567 4.160 0.30 0.42 -0.60
C -0.379 -26.481 0.530 0.14 -0.15 0.45
O 0.893 -26.249 1.117 -0.22 -0.37 -0.45
C 1.909 -26.053 0.161 0.83 0.59 0.29
C 3.274 -26.337 0.804 -0.96 -1.08 -0.61
O 3.182 -27.636 1.371 -0.20 -0.02 0.81
C 4.094 -27.818 2.440 -0.08 -0.01 -0.16
C 4.120 -29.204 3.044 0.19 -0.13 -0.04
O 4.434 -30.199 2.081 -0.27 0.17 0.45
C 4.839 -31.386 2.706 -0.56 -1.33 -0.75
H -0.278 -26.973 -0.439 -0.05 0.20 -0.16
H -0.953 -25.554 0.466 0.01 0.08 -0.30
H -0.942 -27.170 1.160 0.12 0.05 0.19
H 1.932 -24.995 -0.131 -0.10 0.02 -0.32
H 1.791 -26.658 -0.741 -0.26 -0.22 0.11
H 3.482 -25.503 1.478 0.28 -0.40 0.49
H 4.047 -26.449 0.039 0.07 0.78 -0.17
H 3.803 -27.170 3.274 0.34 0.30 -0.04
H 5.085 -27.576 2.039 0.21 0.08 0.39
H 3.238 -29.428 3.652 -0.41 -0.11 -0.53
H 4.905 -29.201 3.814 0.28 0.24 -0.08
H 5.674 -31.234 3.389 0.09 -0.11 -0.02
H 5.046 -32.136 1.937 0.90 0.53 -0.28
H 4.039 -31.979 3.177 -0.34 0.87 0.76
C 2.189 -23.765 8.847 0.93 -1.05 0.15
O 3.451 -23.980 8.220 -0.10 0.42 0.13
C 3.817 -25.337 8.141 0.87 0.05 0.17
C 3.053 -26.094 7.064 -0.83 0.30 -0.48
O 3.839 -26.961 6.275 0.51 -0.29 0.48
C 4.318 -28.109 6.978 -1.75 -0.34 0.03
C 3.167 -29.076 7.231 0.23 -0.89 0.11
O 2.582 -29.569 6.039 0.14 0.47 0.37
C 1.527 -30.465 6.303 -0.11 0.20 -1.05
H 2.263 -24.095 9.890 -0.13 0.11 0.10
H 1.464 -24.421 8.360 -0.50 0.54 -0.03
H 1.975 -22.702 8.827 -0.23 -0.06 -0.28
H 3.797 -25.820 9.128 -0.57 0.02 0.10
H 4.888 -25.358 7.924 -0.09 0.16 -0.48
H 2.605 -25.402 6.347 0.48 0.37 0.03
H 2.142 -26.545 7.477 0.28 -0.64 0.12
H 4.658 -27.883 7.992 0.53 0.30 -0.18
H 5.082 -28.609 6.388 0.14 0.29 -0.05
H 2.429 -28.646 7.917 -0.26 0.27 -0.25
H 3.554 -29.943 7.785 0.25 0.02 0.10
H 1.850 -31.275 6.961 -0.18 0.01 0.18
H 1.241 -30.869 5.330 0.15 -0.26 0.08
H 0.623 -29.948 6.641 0.15 0.00 0.56
C 10.377 -32.785 3.259 1.24 0.40 -0.20
O 10.832 -32.200 2.285 -0.65 -0.13 0.02
N 11.163 -33.158 4.293 -0.66 -0.87 0.85
C 10.536 -33.662 5.507 0.54 0.11 0.85
C 12.571 -32.905 4.336 0.70 1.25 -0.53
H 9.335 -33.071 3.435 -0.10 0.19 -0.43
H 10.580 -32.913 6.307 -0.24 0.23 -0.15
H 11.087 -34.500 5.940 -0.03 -0.26 -0.44
H 9.498 -33.955 5.375 0.03 -0.01 -0.25
H 12.853 -32.426 5.277 -0.09 -0.32 0.23
H 13.255 -33.726 4.114 -0.44 -0.48 0.27
H 12.814 -32.159 3.578 -0.23 -0.08 -0.14
C 3.886 -35.757 10.991 0.80 0.17 -0.99
O 5.072 -35.853 11.259 -0.33 -0.22 0.49
N 3.389 -34.710 10.300 -0.28 0.53 0.35
C 1.988 -34.618 9.933 -0.32 -0.31 0.10
C 4.204 -33.518 10.020 -0.91 -0.33 -0.44
H 3.139 -36.546 11.157 0.03 -0.03 0.28
H 1.794 -34.620 8.858 0.45 0.35 -0.12
H 1.550 -33.727 10.383 -0.13 0.02 -0.09
H 1.421 -35.488 10.267 0.25 -0.01 0.38
H 5.042 -33.356 10.691 0.05 -0.55 0.04
H 4.518 -33.583 8.979 0.36 0.25 0.03
H 3.534 -32.661 10.117 0.07 0.12 -0.08
C 9.061 -30.916 11.849 -0.91 0.21 0.33
O 9.647 -30.982 10.780 0.78 -0.09 -0.68
N 7.772 -30.609 12.032 -0.06 -0.20 0.85
C 7.169 -30.615 13.369 0.20 0.95 -0.88
C 6.847 -30.318 10.968 0.95 0.56 -0.98
H 9.545 -31.127 12.812 0.31 -0.04 -0.16
H 6.456 -31.436 13.410 0.13 -0.08 0.54
H 6.640 -29.662 13.442 -0.29 -0.15 0.15
H 7.925 -30.557 14.149 -0.01 -0.65 0.02
H 7.457 -30.184 10.070 -0.28 -0.37 -0.13
H 6.104 -31.104 10.834 -0.03 0.02 0.08
H 6.393 -29.336 11.112 -0.26 -0.18 0.36
C 7.435 -35.251 7.290 0.83 -0.20 -0.49
O 7.460 -35.806 6.199 -0.47 0.19 0.15
N 8.146 -35.665 8.348 -0.05 0.54 0.75
C 8.074 -34.942 9.618 0.04 -0.82 0.19
C 8.783 -36.958 8.392 0.28 -0.51 -0.61
H 6.923 -34.299 7.493 -0.20 -0.08 -0.12
H 7.527 -35.559 10.335 -0.08 0.16 0.11
H 7.581 -33.976 9.532 0.09 0.03 -0.29
H 9.087 -34.812 10.000 0.00 0.24 -0.02
H 9.175 -37.266 7.423 -0.25 0.34 -0.20
H 9.654 -36.957 9.047 -0.24 0.16 0.32
H 8.073 -37.736 8.682 0.05 0.01 0.29
C 11.109 -29.643 5.847 0.89 0.92 0.06
O 10.723 -29.687 7.007 0.02 -0.38 0.33
N 12.405 -29.640 5.498 0.11 -0.10 -1.24
C 12.824 -29.433 4.111 0.24 -0.07 -0.51
C 13.502 -29.658 6.420 0.44 -0.69 1.30
H 10.457 -29.433 4.991 -0.28 -0.43 0.10
H 13.214 -28.424 3.968 -0.18 0.13 0.05
H 12.079 -29.659 3.348 -0.50 0.20 0.44
H 13.636 -30.104 3.827 0.11 -0.10 0.48
H 14.001 -28.697 6.554 -0.24 0.17 -0.24
H 13.189 -30.005 7.405 -0.29 0.24 -0.07
H 14.268 -30.381 6.129 -0.10 0.06 -0.40

---

# 3
15
Properties=species:S:1:pos:R:3:forces:R:3 method="wB97M-V/def2-TZVPD" lumo_ha=0.0315 smiles=Cc1cn(C)cn1 homo_energy_ha=-0.3099 e_above_lowest_kcal_mol=24.0 orbital_gap_ev=9.29
C 2.292 0.053 -0.552 0.34 -0.01 -0.01
C 1.165 0.326 0.385 -0.11 -0.16 -0.43
C 0.037 0.935 -0.048 0.02 -0.10 -0.13
N -1.027 0.300 0.571 0.06 0.02 0.13
C -2.130 -0.082 -0.305 -0.29 0.02 0.03
C -0.440 -0.598 1.433 -0.14 -0.06 0.05
N 0.862 -0.580 1.392 -0.27 -0.07 -0.29
H 3.099 -0.499 -0.077 0.17 0.21 0.04
H 1.832 -0.617 -1.291 0.45 0.02 -0.01
H 2.651 0.927 -1.098 0.10 -0.01 0.21
H -0.099 1.639 -0.858 -0.11 -0.17 0.06
H -1.759 -0.707 -1.133 -0.10 0.15 0.27
H -2.869 -0.653 0.257 -0.04 0.15 -0.02
H -2.583 0.815 -0.732 -0.07 -0.13 0.14
H -1.031 -1.258 2.057 0.01 0.15 -0.04

---

# 4
62
Properties=species:S:1:pos:R:3:forces:R:3 method="wB97M-V/def2-TZVPD" lumo_ha=-0.0233 homo_energy_ha=-0.2807 e_above_lowest_kcal_mol=27.3 orbital_gap_ev=7.01
Ir 1.041 0.650 0.641 -0.40 1.60 -2.09
Br 3.901 1.113 3.065 0.04 0.09 0.02
C 4.188 1.591 1.274 -0.19 0.33 0.09
C 5.486 1.842 0.859 -0.03 0.00 -0.04
C 5.697 2.199 -0.460 0.10 -0.02 0.02
C 4.611 2.331 -1.306 0.04 0.06 -0.01
C 3.353 2.083 -0.801 0.04 -0.02 0.17
N 3.134 1.701 0.465 -0.17 -0.27 0.68
C 2.133 2.249 -1.658 0.10 0.07 -0.03
O 2.207 2.871 -2.698 -0.15 -0.06 0.03
O 1.061 1.738 -1.154 -0.27 -0.86 -0.25
H 6.299 1.743 1.561 0.00 -0.01 0.01
H 6.704 2.375 -0.815 -0.02 0.00 -0.01
H 4.706 2.616 -2.344 -0.04 0.04 0.01
O 0.550 3.540 1.014 -0.01 0.12 0.04
N -0.457 2.609 0.859 1.06 0.03 0.09
C -1.378 2.887 0.041 -0.34 0.09 -0.05
C -2.552 2.022 -0.082 -0.01 -0.23 -0.14
C -3.767 2.640 -0.372 0.00 0.09 -0.04
C -4.948 1.923 -0.365 -0.06 -0.03 0.00
C -4.927 0.566 -0.077 0.07 0.03 -0.05
C -3.715 -0.070 0.135 -0.02 -0.01 0.07
C -2.517 0.642 0.131 0.13 0.10 -0.02
P -0.987 -0.365 0.110 0.47 -0.29 1.04
C -1.286 -1.624 1.378 -0.11 0.00 -0.02
C -0.770 -2.912 1.263 -0.15 -0.04 0.01
C -0.834 -3.780 2.343 0.00 -0.01 -0.01
C -1.397 -3.365 3.540 -0.02 0.00 -0.04
C -1.911 -2.081 3.659 -0.04 0.02 0.05
C -1.850 -1.210 2.585 -0.05 -0.07 -0.10
C -1.175 -1.118 -1.525 0.34 0.09 -0.10
C -1.800 -2.346 -1.720 -0.06 0.06 -0.01
C -1.857 -2.891 -2.994 -0.03 -0.01 0.02
C -1.310 -2.209 -4.072 0.01 -0.01 0.02
C -0.720 -0.967 -3.882 -0.02 0.01 0.01
C -0.646 -0.421 -2.610 -0.12 -0.01 -0.05
H 0.462 4.226 0.331 -0.08 0.01 -0.03
H -1.370 3.817 -0.529 -0.02 0.09 0.15
H -3.780 3.700 -0.599 0.00 0.01 0.07
H -5.884 2.419 -0.585 0.01 0.01 0.02
H -5.848 -0.001 -0.048 0.01 -0.02 -0.02
H -3.695 -1.139 0.308 -0.02 0.01 -0.01
H -0.307 -3.234 0.342 0.03 -0.02 0.02
H -0.429 -4.780 2.251 0.00 0.01 -0.01
H -1.430 -4.040 4.386 -0.01 0.00 -0.01
H -2.348 -1.752 4.592 0.05 0.03 0.00
H -2.232 -0.201 2.686 0.02 0.00 0.06
H -2.235 -2.881 -0.887 0.03 -0.03 -0.01
H -2.320 -3.858 -3.140 -0.02 0.02 -0.01
H -1.338 -2.651 -5.060 -0.02 0.02 0.00
H -0.295 -0.430 -4.720 -0.01 0.00 0.01
H -0.155 0.532 -2.455 0.02 -0.03 -0.02
F 3.502 -0.812 0.653 0.25 -0.13 0.06
C 2.221 -0.992 0.233 -0.67 0.33 0.26
F 1.781 -2.076 0.928 0.07 -0.21 0.11
C 2.369 -1.498 -1.231 -0.02 0.00 -0.16
F 2.397 -0.496 -2.118 0.08 0.05 0.01
F 1.353 -2.303 -1.554 0.04 -0.09 0.00
F 3.499 -2.194 -1.395 -0.02 -0.08 0.08
S 0.415 0.980 5.303 0.01 -0.01 -0.19
C 0.624 0.674 3.726 -0.10 -0.15 0.32
N 0.772 0.422 2.597 0.24 -0.68 -0.04

---

# 5
16
Properties=species:S:1:pos:R:3:forces:R:3 method="wB97M-V/def2-TZVPD" lumo_ha="0.0242 / -0.1259" homo_energy_ha="-0.3663 / -0.3663" multiplicity=2 e_above_lowest_kcal_mol=34.9 orbital_gap_ev="10.63 / 6.54"
C 1.460 -1.261 -0.292 -4.40 -0.11 -1.82
C 2.556 -0.461 -0.899 3.61 0.15 1.57
O 2.629 0.616 -1.429 -2.55 0.89 -0.95
N 3.836 -0.930 -0.591 -1.50 -5.44 2.11
H 0.720 -0.795 0.384 0.73 0.95 -0.45
H 1.572 -2.161 0.239 1.72 -1.19 0.54
H 4.560 -0.621 -1.151 1.45 1.11 -1.31
H 3.949 -1.996 -0.374 -0.38 2.78 -0.44
H 0.719 -1.640 -1.104 1.30 0.88 0.76
C -3.092 1.757 1.241 1.17 3.52 -2.53
C -3.215 0.733 0.099 -0.40 -0.41 2.50
O -3.104 1.202 -1.066 0.19 0.71 -1.17
O -3.425 -0.384 0.485 -0.18 -1.65 -0.80
H -2.092 2.335 1.086 -2.03 -0.59 0.46
H -3.064 1.204 2.108 0.20 -1.37 1.74
H -4.009 2.400 1.266 1.09 -0.21 -0.22